Here is C4H5NO2 in the gas phase in a non-equilibrium geometry from the Open Molecules 2025 dataset. Energies are from ωB97M-V with the def2-TZVPD basis set.

Calculated values
charge: 0
energy: -360.5949 Eh
E_HOMO: -0.3772 Ha
structure (SMILES): O=C[C@H]1CN1C=O
LUMO level: 0.576 eV

Cartesian coordinates (Å):
1 O -2.22 -1.48 0.58
2 C -1.45 -0.64 0.20
3 C 0.01 -0.87 0.31
4 C 0.86 -0.47 -0.87
5 N 0.92 0.25 0.36
6 C 0.56 1.59 0.49
7 O 0.84 2.45 -0.31
8 H -1.80 0.29 -0.26
9 H 0.09 -1.85 0.85
10 H 0.38 0.01 -1.72
11 H 1.73 -1.09 -1.10
12 H 0.07 1.80 1.46